1.
C15H19FN4O5S2 as an isolated structure. Source: the Open Molecules 2025 dataset; level of theory: ωB97M-V/def2-TZVPD.

Calculated values
Largest force on an atom in eV Å⁻¹: 18.69
E_HOMO in eV: -8.99
DFT total energy in Eh: -2073.79662
Kohn-Sham gap in eV: 9.0

Geometry as XYZ:
```
46
Properties=species:S:1:pos:R:3:forces:R:3
C -5.35727 -1.12461 1.17529 -2.29 -4.11 -15.75
N -4.89812 -0.14380 0.09789 -1.99 -1.27 0.29
S -3.68448 -0.48188 -0.94580 -5.98 -15.21 5.44
O -4.08657 -1.89068 -1.49854 1.56 3.95 2.43
O -3.58669 0.34390 -1.97696 1.92 8.62 -6.65
C -2.42384 -0.84110 0.10917 2.16 1.13 0.99
C -1.73607 -2.02566 0.44695 1.08 14.92 1.00
N -0.59555 -1.56831 0.93296 1.82 -2.37 2.30
C -0.64552 -0.22988 1.22706 8.97 -1.21 5.71
C -1.65733 0.24850 0.71051 -7.75 5.68 -3.78
S -2.25127 2.18873 0.75043 -3.75 -14.93 -10.60
O -1.42605 2.80771 1.50754 9.22 8.89 10.46
O -3.58332 1.85334 0.91215 -4.06 2.12 1.29
N -1.82294 2.50860 -0.79279 -2.24 -7.11 -2.11
H -2.47036 1.87304 -1.57357 2.13 1.97 3.03
C -1.96458 3.81862 -0.94830 8.15 4.11 -5.36
H -2.87743 4.08332 -0.99082 -6.45 2.90 -0.37
H -1.34001 4.27517 -0.21334 0.03 1.14 0.41
H -1.34931 4.16381 -2.11201 -2.04 -0.81 3.46
H 0.11573 0.27226 2.05090 -1.79 -1.52 -2.68
C 0.44226 -2.49110 1.31002 -0.64 4.95 7.00
H 0.81715 -2.08654 2.50733 -0.71 -1.11 -3.28
H 0.09643 -3.38733 1.57184 -1.50 -3.80 0.46
C 1.56654 -2.49869 0.53239 7.84 1.04 -11.40
O 2.37137 -3.33055 0.07916 -0.37 -3.87 4.62
N 1.78953 -1.46611 -0.47136 -1.32 -1.87 3.36
H 1.11701 -0.87435 -0.32252 -4.15 5.33 -0.07
C 2.80574 -1.18474 -1.47421 -2.18 -8.72 1.85
C 3.75459 -0.44486 -0.82344 5.38 3.70 -0.25
C 3.84851 0.89985 -1.19964 -2.03 4.32 -1.87
C 4.78232 1.91475 -0.82122 -1.16 -10.01 0.59
C 5.71106 1.27574 -0.05114 2.40 1.38 1.80
C 5.81118 0.00534 0.45487 -3.58 -2.61 -2.86
C 4.79548 -1.01325 -0.09787 2.21 5.91 1.80
H 4.79226 -1.99767 0.19558 0.17 -2.18 0.53
H 6.59441 -0.18800 1.13464 0.68 -0.54 0.47
F 6.70629 2.14327 0.39318 -0.18 -0.42 0.11
H 4.77122 2.87118 -0.76098 -0.46 6.21 -0.82
H 3.03230 1.36117 -1.91739 1.26 -1.44 1.48
H 2.22007 -0.84850 -2.27934 0.22 0.48 -1.52
H 3.26462 -2.42143 -1.43897 -1.35 3.46 -1.41
H -1.97726 -2.81952 0.16978 -3.04 -12.76 -4.10
H -4.94912 0.74552 0.51274 0.25 1.19 -0.21
H -5.51645 -2.22312 0.60213 0.90 2.90 1.72
H -4.78049 -1.13154 1.83009 9.55 -0.64 10.42
H -6.22602 -0.94059 1.49561 -6.89 2.21 2.05
```
Forces are in eV/Å.

Löwdin charges in e: number 1, C, carries 0.00; number 2, N, carries -0.17; number 3, S, carries 0.61; number 4, O, carries -0.36; number 5, O, carries -0.21; number 6, C, carries -0.24; number 7, C, carries 0.05; number 8, N, carries -0.09; number 9, C, carries -0.13; number 10, C, carries -0.18; number 11, S, carries 0.57; number 12, O, carries -0.16; number 13, O, carries -0.26; number 14, N, carries -0.21; number 15, H, carries 0.20; number 16, C, carries -0.23; number 17, H, carries 0.01; number 18, H, carries 0.07; number 19, H, carries 0.20; number 20, H, carries 0.21; number 21, C, carries -0.05; number 22, H, carries 0.24; number 23, H, carries 0.10; number 24, C, carries -0.37; number 25, O, carries 0.00; number 26, N, carries 0.06; number 27, H, carries 0.02; number 28, C, carries -0.15; number 29, C, carries -0.32; number 30, C, carries -0.01; number 31, C, carries 0.03; number 32, C, carries -0.29; number 33, C, carries 0.06; number 34, C, carries 0.07; number 35, H, carries 0.08; number 36, H, carries 0.09; number 37, F, carries 0.00; number 38, H, carries 0.06; number 39, H, carries 0.15; number 40, H, carries 0.12; number 41, H, carries 0.22; number 42, H, carries 0.04; number 43, H, carries 0.04; number 44, H, carries 0.17; number 45, H, carries -0.05; number 46, H, carries 0.01


2.
H2N2O4S as an isolated structure. Source: the Open Molecules 2025 dataset; level of theory: ωB97M-V/def2-TZVPD.

Calculated values
Largest force on an atom in eV Å⁻¹: 3.81
E_HOMO in eV: -11.07
DFT total energy in Eh: -809.64090
Kohn-Sham gap in eV: 8.5

Geometry as XYZ:
```
9
Properties=species:S:1:pos:R:3:forces:R:3
N -0.27059 1.16609 -0.18352 0.79 -1.23 -1.33
N 2.10776 0.08508 -0.41600 0.60 -3.32 1.36
O 1.92290 -1.60463 -0.86271 -0.60 2.89 -1.21
O 2.53093 0.30372 0.63263 -0.50 -1.11 -2.51
O 0.18643 -0.17786 -2.23664 0.53 1.08 0.44
O 1.17327 2.10262 -2.10306 0.44 -0.74 0.25
S 0.55997 0.98083 -1.45958 -3.36 1.74 0.42
H 1.35217 -1.55514 -1.77822 1.86 0.33 3.15
H 0.02094 1.82201 0.53411 0.23 0.37 -0.59
```
Forces are in eV/Å.

Löwdin charges in e: number 1, N, carries -0.14; number 2, N, carries -0.06; number 3, O, carries -0.12; number 4, O, carries 0.17; number 5, O, carries -0.30; number 6, O, carries -0.28; number 7, S, carries 0.59; number 8, H, carries 0.11; number 9, H, carries 0.04


3.
A 2-piece molecular cluster, C5H12N2O overall. Source: the Open Molecules 2025 dataset; level of theory: ωB97M-V/def2-TZVPD.

Calculated values
Largest force on an atom in eV Å⁻¹: 4.17
2S+1: 2
E_HOMO (spin up / spin down) in eV: -14.59 / -14.55
Net charge: +1
DFT total energy in Eh: -382.04325
⟨S²⟩: 0.767
Kohn-Sham gap (spin up / spin down) in eV: 7.7 / 6.1

Geometry as XYZ:
```
20
Properties=species:S:1:pos:R:3:forces:R:3
N 0.15824 -0.81681 -2.69689 -1.67 -2.38 0.61
C 0.29552 -1.71479 -1.73621 -0.09 0.65 -2.61
C -0.07492 -1.37354 -0.39590 -0.98 1.86 3.59
N -0.34364 -0.01926 -0.15746 1.55 -0.97 -1.20
C -0.63966 1.90509 1.29191 0.08 0.23 -0.20
C -0.19086 0.45450 1.23129 -1.03 0.24 0.79
C 1.21175 0.25218 1.77689 0.50 -0.36 -0.29
O -0.18570 -2.19966 0.48830 0.20 -0.56 -0.97
H 0.12502 -1.25967 -3.61671 0.59 0.41 -0.30
H -0.92418 -0.27645 -2.57806 1.59 0.20 0.04
H 0.58755 -2.73574 -1.96941 0.48 0.07 0.10
H -1.83426 -0.05007 -2.32255 -0.68 0.32 0.25
H 0.20268 0.54801 -0.80444 -0.31 0.33 0.13
H 0.04752 2.53072 0.71320 -0.07 0.06 0.04
H -1.64739 2.03779 0.90367 -0.03 -0.08 -0.13
H -0.65464 2.28872 2.31125 0.18 -0.18 0.03
H -0.90602 -0.14778 1.79899 0.21 0.02 0.08
H 1.31660 0.62047 2.79594 -0.25 0.03 0.00
H 1.97801 0.76015 1.18140 -0.21 0.15 -0.08
H 1.47837 -0.80386 1.78479 -0.03 -0.05 0.11
```
Forces are in eV/Å.

Löwdin charges in e: number 1, N, carries 0.17; number 2, C, carries 0.07; number 3, C, carries -0.46; number 4, N, carries 0.09; number 5, C, carries -0.05; number 6, C, carries -0.41; number 7, C, carries -0.04; number 8, O, carries 0.16; number 9, H, carries 0.15; number 10, H, carries 0.07; number 11, H, carries 0.17; number 12, H, carries 0.28; number 13, H, carries 0.13; number 14, H, carries 0.09; number 15, H, carries 0.08; number 16, H, carries 0.09; number 17, H, carries 0.15; number 18, H, carries 0.10; number 19, H, carries 0.09; number 20, H, carries 0.08


4.
A 2-piece molecular cluster, C5H13NO2 overall. Source: the Open Molecules 2025 dataset; level of theory: ωB97M-V/def2-TZVPD.

Calculated values
Structure (SMILES): CCC[C@H](N)C=O.O
Largest force on an atom in eV Å⁻¹: 5.33
E_HOMO in eV: -9.64
DFT total energy in Eh: -403.45743
Kohn-Sham gap in eV: 10.3

Geometry as XYZ:
```
21
Properties=species:S:1:pos:R:3:forces:R:3
C 2.01637 -0.65407 -0.28284 1.49 0.01 -0.16
C 1.34249 -0.48139 1.05049 0.65 -4.05 2.22
C -0.13622 -0.78379 1.06010 -0.89 -3.36 -0.27
C -0.93849 0.13180 0.14041 0.28 0.09 -0.39
N -0.32428 1.48336 0.14129 -0.88 -1.10 -2.10
C -2.43831 0.10669 0.54640 4.39 2.60 -1.57
O -3.08455 -0.84113 0.48559 -2.84 -4.37 0.11
H 1.61776 0.02591 -1.04420 -0.39 -0.76 -0.34
H 3.06631 -0.28253 -0.25282 -0.43 -0.62 0.24
H 2.03033 -1.76949 -0.54075 -0.23 1.82 -0.15
H 1.55475 0.29924 1.72798 0.37 1.85 -0.21
H 1.79123 -1.31291 1.76583 -0.70 1.08 -1.49
H -0.35602 -1.88097 0.65356 0.70 2.01 0.82
H -0.46160 -0.88487 2.12756 -0.16 0.69 -0.84
H -0.85670 -0.32010 -0.95428 -0.24 0.91 2.25
H -0.46506 2.10291 0.91128 0.17 -0.09 0.51
H 0.63049 1.34395 -0.18220 -0.35 0.87 0.70
H -2.83816 1.05328 0.74322 -0.90 2.14 0.84
O -0.81497 0.80007 -3.13746 -1.41 -0.59 -1.39
H -1.25795 0.84610 -2.31292 -2.82 -0.14 0.93
H -0.07742 1.01792 -2.64626 4.20 0.98 0.30
```
Forces are in eV/Å.

Löwdin charges in e: number 1, C, carries -0.11; number 2, C, carries -0.32; number 3, C, carries -0.21; number 4, C, carries -0.35; number 5, N, carries 0.04; number 6, C, carries -0.26; number 7, O, carries 0.12; number 8, H, carries 0.05; number 9, H, carries 0.08; number 10, H, carries 0.11; number 11, H, carries 0.08; number 12, H, carries 0.14; number 13, H, carries 0.16; number 14, H, carries 0.12; number 15, H, carries 0.16; number 16, H, carries 0.07; number 17, H, carries 0.05; number 18, H, carries 0.10; number 19, O, carries -0.01; number 20, H, carries -0.01; number 21, H, carries -0.03


Listing energy relative to the best compared isomer or geometry (same formula, charge and spin) for the structures above in their given order: 413.8, 86.2, 77.8, 74.8 kcal/mol.